<w>
The following is a quantum chemistry calculation of C33H21Cl5IN2PRh as an isolated structure, from the OMol25 dataset.

Summary:
- gap between HOMO and LUMO (eV) = 6.7
- molar mass (g/mol) = 883.6
- net charge = +1

```
64
Properties=species:S:1:pos:R:3:lowdin_charge:R:1
H -4.73 0.98 -1.18 0.112
H 4.13 0.38 4.17 0.113
H -2.35 0.39 -1.45 0.095
H -5.80 0.83 1.03 0.119
C 2.63 -1.40 -0.89 -0.386
H 2.86 2.57 -1.69 0.106
H 3.38 0.49 -1.11 0.117
C -4.63 0.08 3.31 -0.018
C 3.54 2.41 3.79 -0.055
C -2.63 -0.82 4.27 -0.143
Cl 0.64 0.19 -3.26 0.769
Cl -2.02 -4.04 -5.27 0.717
C 1.63 -3.42 -0.38 -0.130
N 2.65 -0.04 -0.66 -0.078
C 0.90 2.17 -0.86 -0.418
H 2.08 4.42 -3.09 0.113
H 2.95 -0.51 2.20 0.084
C -3.96 -0.38 4.40 -0.062
Rh -0.21 -0.89 0.21 0.572
C -1.86 -3.51 -2.63 -0.703
H -2.10 -1.21 5.13 0.098
C 2.83 3.27 2.97 -0.056
C -0.43 2.57 -0.82 -0.100
Cl -2.81 -4.91 -2.36 0.723
C 3.48 -3.39 -1.88 -0.031
H -1.90 3.93 -1.58 0.115
C 2.19 1.41 1.59 -0.342
C 0.04 4.29 -2.43 -0.056
H -5.66 0.41 3.40 0.121
Cl -0.31 -1.47 -5.68 0.712
Cl -1.82 -3.22 0.08 0.751
N 1.68 -2.08 -0.24 -0.002
H 4.08 2.80 4.65 0.114
H 4.30 -1.44 -2.24 0.122
C 3.58 1.05 3.52 -0.064
H 2.43 -5.19 -1.27 0.115
C -2.80 0.30 -0.47 -0.128
C 2.90 0.55 2.42 -0.147
C 1.38 3.90 -2.45 -0.064
C -1.51 -3.12 -3.92 -0.701
C 3.55 -2.03 -1.73 0.004
H -0.29 5.11 -3.05 0.113
I -0.06 -1.44 2.89 1.178
C -2.66 -0.26 1.88 -0.244
C 1.81 2.85 -1.66 -0.119
C -4.17 0.65 -0.32 -0.054
H 1.59 3.45 1.23 0.107
C -0.31 -1.23 -2.99 -0.664
C -4.75 0.57 0.90 -0.023
H 4.17 -3.90 -2.54 0.121
C -2.03 -0.76 3.05 -0.598
P 1.39 0.74 0.13 0.945
C -0.65 -1.61 -1.70 -0.296
C -0.74 -1.97 -4.10 -0.698
C 2.15 2.78 1.87 -0.062
C -2.05 -0.16 0.58 -0.297
C -4.02 0.13 2.03 -0.158
C -0.86 3.63 -1.60 -0.050
H 0.87 -3.93 0.18 0.089
C 2.50 -4.11 -1.19 -0.039
H 2.81 4.33 3.19 0.114
H -4.44 -0.42 5.37 0.113
C -1.42 -2.74 -1.56 -0.662
H -1.14 2.04 -0.19 0.076
```

<x>
The following is a quantum chemistry calculation of C33H21Cl5IN2PRh as an isolated structure, from the OMol25 dataset.

Summary:
- gap between HOMO and LUMO (eV) = 7.0
- molar mass (g/mol) = 883.6
- net charge = +1

```
64
Properties=species:S:1:pos:R:3:lowdin_charge:R:1
H -4.49 -2.30 0.44 0.121
C 0.12 -1.13 2.70 -0.652
H 6.21 2.86 -0.66 0.114
C -2.65 -1.23 0.13 -0.366
H -1.32 -4.32 -1.64 0.116
C -0.50 0.81 4.56 -0.709
H -3.63 -4.35 -0.66 0.122
C 3.21 1.39 -0.31 -0.612
C -2.46 1.53 -1.65 -0.349
C -4.78 4.68 1.96 -0.052
H -3.05 3.95 -0.86 0.113
C -1.37 1.79 -2.48 -0.087
C -1.72 -3.46 -1.11 -0.051
C -4.23 4.84 0.69 -0.054
C 5.14 2.77 -0.52 -0.061
H -0.39 1.98 -2.05 0.079
C 0.92 2.35 0.15 -0.265
H -4.88 1.28 -4.01 0.113
Rh -0.07 0.55 0.22 0.576
C -3.90 1.42 -3.58 -0.057
H -0.70 2.09 -4.49 0.114
P -2.22 1.36 0.13 0.972
Cl 0.52 -2.47 1.67 0.665
C -0.28 -0.49 4.99 -0.718
I 2.30 -0.47 -0.40 1.249
C 0.21 3.53 0.15 -0.210
Cl -0.41 -0.88 6.65 0.717
H 4.78 4.86 -0.42 0.121
C -1.55 1.87 -3.85 -0.055
C 2.95 3.76 -0.19 -0.157
C -2.81 1.69 -4.40 -0.057
H -4.08 0.06 0.84 0.117
C -3.21 2.67 0.86 -0.369
H -2.94 1.75 -5.47 0.114
C 2.33 2.47 -0.10 -0.238
H -5.39 5.47 2.38 0.114
C 0.04 -1.46 4.06 -0.710
C 2.14 4.92 -0.14 -0.021
Cl -0.89 2.02 5.72 0.703
C -0.95 -2.34 -0.94 -0.194
C -3.01 -3.47 -0.58 -0.033
Cl 0.33 -3.06 4.60 0.707
H -4.42 5.74 0.12 0.114
C -3.49 -2.34 0.05 0.008
H -4.58 1.14 -1.57 0.113
C -3.75 2.52 2.14 -0.120
H -4.96 3.40 3.67 0.115
C -0.11 0.16 2.21 -0.265
C -3.73 1.34 -2.21 -0.078
H -0.85 3.52 0.34 0.017
C -4.54 3.52 2.68 -0.057
H 0.06 -2.30 -1.31 0.065
Cl -0.61 2.81 2.83 0.798
C 0.80 4.80 -0.01 -0.059
C 4.35 3.87 -0.38 -0.018
H 0.17 5.68 0.01 0.113
H -3.54 1.64 2.73 0.105
H 5.16 0.60 -0.66 0.101
N -1.38 -1.24 -0.29 -0.024
N -3.10 -0.01 0.62 -0.070
C 4.55 1.48 -0.50 -0.135
C -3.45 3.83 0.14 -0.084
C -0.39 1.13 3.20 -0.633
H 2.62 5.89 -0.21 0.121
```

Most stable to least stable: <w>, <x>

<w>
The following is a quantum chemistry calculation of a 2-piece molecular cluster, CH2N2OS overall, from the OMol25 dataset.

Summary:
- gap between HOMO and LUMO (alpha / beta) (eV) = 8.6 / 8.6
- molar mass (g/mol) = 90.1

```
7
Properties=species:S:1:pos:R:3:lowdin_charge:R:1
N 2.10 0.40 -0.61 -0.010
H 0.29 -0.33 1.34 0.056
O -0.80 -1.68 0.03 -0.550
H 2.46 -0.57 -0.44 -0.070
C -1.53 0.89 -0.11 -0.374
N -2.36 1.65 -0.19 0.106
S -0.17 -0.36 -0.03 0.842
```

<x>
The following is a quantum chemistry calculation of a 2-piece molecular cluster, CH2N2OS overall, from the OMol25 dataset.

Summary:
- gap between HOMO and LUMO (alpha / beta) (eV) = 9.2 / 9.2
- SMILES string = N=C=S.N=O
- molar mass (g/mol) = 90.1

```
7
Properties=species:S:1:pos:R:3:lowdin_charge:R:1
H -0.15 2.40 0.05 0.106
N 1.18 -1.06 0.43 0.005
H 1.17 -2.00 0.84 0.052
C -1.27 0.72 -0.22 -0.976
N -0.99 1.82 0.09 0.128
O 1.75 -1.22 -0.64 -0.082
S -1.70 -0.67 -0.56 0.767
```

Most stable to least stable: <x>, <w>